{
  "formula": "C4H7NO2S",
  "method": "wB97M-V/def2-TZVPD",
  "symbols": ["C", "O", "C", "S", "N", "C", "C", "O", "H", "H", "H", "H", "H", "H", "H"],
  "coordinates": [[1.61, 1.29, 1.12], [0.64, 0.53, 0.41], [0.52, 0.66, -0.94], [1.51, 1.54, -1.86], [-0.38, -0.19, -1.43], [-1.24, -1.11, -0.85], [-1.38, -1.32, 0.65], [-2.03, -1.61, -1.60], [1.48, 2.38, 1.00], [2.67, 1.11, 0.75], [1.39, 1.02, 2.16], [-0.43, -0.16, -2.45], [-0.51, -1.74, 1.14], [-1.65, -0.38, 1.14], [-2.20, -2.03, 0.78]],
  "orbital_gap_ha": 0.352,
  "charge": 0,
  "homo_energy_ha": -0.33575,
  "smiles": "COC(=S)NC(C)=O",
  "total_energy_ev": -20681.78087
}